(1)
{"formula": "CHF3O2RuS", "method": "ωB97M-V/def2-TZVPD", "homo_lumo_gap_ev": [8.8, 8.0], "multiplicity": 6, "e_homo_ha": [-0.561, -0.582], "lumo_ev": [-6.5, -7.8], "charge": 1, "symbols": ["S", "O", "O", "Ru", "C", "F", "F", "H", "F"], "positions_angstrom": [[0.79483, 0.12032, -0.71594], [1.53426, 0.83469, 0.54524], [1.94154, -1.02052, -0.99576], [3.12266, -0.20264, 0.26587], [-0.85803, -1.61916, 0.59093], [-1.70673, -1.45457, -0.43528], [-1.09784, -0.69336, 1.52685], [0.06692, -2.20766, 0.52974], [-1.66024, -2.87742, 1.32334]], "atomic_forces_ev_per_a": [[1.792, 0.074, 0.555], [-3.204, 0.455, -1.515], [-3.270, 0.581, -1.385], [5.170, -0.509, 1.984], [-6.641, -4.326, 3.574], [2.232, 0.410, 0.536], [1.548, -0.348, -1.612], [0.085, 1.091, -0.476], [2.289, 2.573, -1.661]], "mulliken_spin": [0.6207, 0.3772, 0.3598, 3.6222, 0.0054, 0.0078, 0.0039, -0.0052, 0.0083]}



(2)
{"formula": "CHF3OS2", "method": "ωB97M-V/def2-TZVPD", "homo_lumo_gap_ev": 9.9, "e_homo_ha": -0.376, "lumo_ev": -0.4, "e_above_lowest_kj_mol": 70.8, "symbols": ["C", "O", "F", "F", "F", "S", "S", "H"], "positions_angstrom": [[-0.86083, -0.49078, -0.22085], [0.42417, 0.82431, 1.56696], [-1.75133, -0.05433, 0.62594], [-0.65056, -1.79302, -0.26018], [-1.31726, -0.02292, -1.33623], [1.84486, 1.72764, -0.85927], [0.85169, 0.53532, 0.22289], [1.45927, -0.72621, 0.26073]], "atomic_forces_ev_per_a": [[1.093, 2.717, -0.465], [0.526, 0.940, 0.746], [-0.225, -1.139, 1.928], [-0.173, 0.285, 0.442], [-0.112, -0.290, -2.996], [-0.678, -0.340, -0.063], [-0.776, -3.177, 0.562], [0.345, 1.004, -0.153]], "mulliken_charge": [0.7019, -0.5238, -0.1906, -0.1998, -0.2239, -0.2232, 0.4841, 0.1753]}



(3)
{"formula": "CHF3S3", "method": "ωB97M-V/def2-TZVPD", "homo_lumo_gap_ev": 8.8, "e_homo_ha": -0.387, "lumo_ev": -1.7, "e_above_lowest_kj_mol": 0.0, "symbols": ["C", "F", "F", "F", "S", "S", "S", "H"], "positions_angstrom": [[0.10782, -0.45155, 0.07307], [0.14561, -2.63580, 1.05018], [-0.93753, -1.21426, -1.96080], [-0.39609, 3.13973, 0.96890], [-0.41544, -1.91794, -0.44270], [0.03265, 0.98395, -0.90482], [0.90682, 2.47640, 0.16535], [0.55616, -0.38053, 1.05083]], "atomic_forces_ev_per_a": [[-0.062, -0.071, -0.402], [-0.120, 0.266, -0.232], [0.097, 0.177, 0.180], [0.914, -0.495, -0.535], [0.310, 0.345, 0.455], [-0.034, 0.125, -0.115], [-1.138, -0.267, 0.486], [0.033, -0.079, 0.162]], "mulliken_charge": [0.0154, -0.4062, -0.4268, -0.2280, 0.3939, 0.1291, 0.1534, 0.3692]}



(4)
{"formula": "CHF4N2", "method": "ωB97M-V/def2-TZVPD", "homo_lumo_gap_ev": [11.0, 7.2], "e_homo_ha": [-0.650, -0.591], "lumo_ev": [-6.7, -8.9], "charge": 1, "e_above_lowest_kj_mol": 274.0, "symbols": ["C", "N", "N", "F", "F", "F", "F", "H"], "positions_angstrom": [[0.37362, 1.08752, 0.62698], [-0.15578, -0.00155, 0.19350], [0.30409, 1.75837, 3.15707], [0.56259, 2.13293, -0.08905], [-0.24869, -1.04691, 1.16357], [-0.60491, 0.83931, 3.49995], [1.46347, 1.40901, 3.70869], [-0.04948, -0.40360, -0.84798]], "atomic_forces_ev_per_a": [[-0.432, 0.979, 0.753], [1.138, -2.202, -1.114], [0.128, -0.623, -0.743], [-0.159, -1.429, 0.345], [0.178, 2.059, -1.915], [1.088, 0.477, 0.250], [-1.269, -0.167, -0.254], [-0.672, 0.906, 2.677]], "mulliken_charge": [0.4983, 0.0084, 0.2372, -0.0584, -0.0584, -0.0138, -0.0050, 0.3916]}



(5)
{"formula": "CHFN2O3", "method": "ωB97M-V/def2-TZVPD", "homo_lumo_gap_ev": [8.2, 7.1], "e_homo_ha": [-0.322, -0.287], "lumo_ev": [-0.5, -0.8], "e_above_lowest_kj_mol": 300.2, "symbols": ["C", "N", "N", "O", "O", "O", "F", "H"], "positions_angstrom": [[-0.19646, 1.12278, -1.59536], [-1.48911, -0.77173, 1.62662], [0.71182, -1.79384, 1.79526], [-0.36910, -0.48516, 1.63259], [1.81295, -1.49166, 1.59032], [0.23128, 0.19026, -0.99020], [-0.27920, 1.12524, -2.87380], [-0.42218, 2.10411, -1.18543]], "atomic_forces_ev_per_a": [[1.455, -0.672, 2.401], [0.793, 0.276, -0.073], [3.082, -3.142, 0.374], [-3.143, 2.749, -0.227], [-0.747, 0.099, 0.020], [-0.596, 0.510, -0.272], [-0.463, 0.019, -2.392], [-0.382, 0.161, 0.170]], "mulliken_charge": [0.2927, 0.0755, 0.1841, -0.0152, -0.2355, -0.4049, -0.1702, 0.2734]}



(6)
{"formula": "CHFNO5S", "method": "ωB97M-V/def2-TZVPD", "homo_lumo_gap_ev": 9.1, "e_homo_ha": -0.225, "lumo_ev": 3.0, "charge": -1, "e_above_lowest_kj_mol": 187.4, "symbols": ["C", "N", "O", "O", "O", "O", "O", "F", "S", "H"], "positions_angstrom": [[-0.15319, 0.43644, 0.17005], [0.24260, 1.78754, 0.33482], [0.26193, 2.44489, -0.65409], [-1.82131, -0.91603, -1.04120], [0.18779, 2.20142, 1.48863], [-2.61990, -0.32115, 1.10772], [-2.54738, 1.38476, -0.62900], [0.28082, -0.51646, 1.67316], [-2.05047, 0.13694, -0.11768], [0.29134, -0.28827, -0.50798]], "atomic_forces_ev_per_a": [[-0.405, -4.141, 3.153], [-1.477, -0.197, 3.081], [0.841, 0.976, -1.862], [0.077, -1.254, -1.951], [0.800, 0.189, -0.707], [-0.122, 0.351, 0.943], [0.224, 0.366, -0.147], [-0.850, 2.500, -3.561], [0.308, 0.332, 1.048], [0.605, 0.877, 0.004]], "mulliken_charge": [0.0672, 0.8367, -0.5034, -0.6560, -0.4990, -0.5827, -0.6160, -0.4631, 1.1868, 0.2295]}